Entry 1:
DFT (ωB97M-V with the def2-TZVPD basis set) results for C18H33F5InO3 as an isolated structure at a distorted geometry.

## Properties
* net charge: -1
* LUMO energy: 2.5 eV
* HOMO level: -4.568 eV

Each line ends with the Mulliken charge.
CARTESIAN COORDINATES (ANGSTROEM)
C1 3.983905 0.535022 4.403783  -1.46
C2 2.960092 0.081341 3.340881  -0.06
C3 2.920049 1.068296 2.187181  -0.97
C4 1.744647 0.921174 1.207104  0.12
C5 0.396774 0.685241 1.869720  -0.41
C6 -0.754337 0.651800 0.840793  -0.95
In1 -1.294252 -1.482628 0.405078  1.14
C7 -3.148357 -1.549780 -0.828388  -1.40
C8 -3.600528 -0.172254 -1.330497  0.19
C9 -4.578596 0.489354 -0.387424  -0.60
F1 -4.115034 0.508181 0.919132  -0.27
C10 0.504806 -2.306087 -0.660436  -0.86
O1 0.396508 -3.727289 -0.998257  -0.31
C11 1.537500 -4.387960 -1.255936  0.69
C12 2.690095 -3.623840 -1.866329  -0.89
O2 1.631916 -5.602056 -1.050351  -0.65
C13 -1.566358 -2.467287 2.445315  0.33
F2 -0.530794 -3.344437 2.725520  -0.31
F3 -1.555966 -1.558291 3.493381  -0.29
C14 -2.851906 -3.260801 2.637409  -0.04
F4 -3.909618 -2.393129 2.783853  -0.26
F5 -3.099080 -4.039772 1.546963  -0.23
H1 3.970419 -0.172563 5.226925  0.40
H2 3.718350 1.521927 4.765576  0.36
H3 4.973155 0.545916 3.955699  0.33
H4 3.273427 -0.905604 3.008737  0.23
H5 2.002938 -0.013437 3.840011  0.30
H6 2.911805 2.085125 2.581702  0.35
H7 3.855092 0.954510 1.637017  0.35
H8 1.952623 0.065433 0.563818  -0.04
H9 1.694292 1.812923 0.586120  0.18
H10 0.465166 -0.276286 2.375525  -0.02
H11 0.234345 1.413085 2.668481  0.27
H12 -0.359027 1.045625 -0.095442  0.11
H13 -1.624281 1.207845 1.163076  0.42
H14 -3.941983 -1.923094 -0.178926  0.35
H15 -3.085684 -2.261854 -1.647131  0.50
H16 -2.763459 0.513558 -1.464622  -0.34
H17 -4.140478 -0.247896 -2.277163  0.44
H18 -5.531086 -0.041024 -0.392515  0.34
H19 -4.768988 1.525954 -0.669096  0.33
H20 1.342767 -2.171554 0.021562  0.24
H21 0.716450 -1.716577 -1.551325  0.33
H22 3.418629 -4.322712 -2.249801  0.31
H23 3.175454 -3.042994 -1.085524  0.26
H24 2.377939 -2.914201 -2.624211  0.30
H25 -2.822938 -3.875939 3.542040  0.22
C15 -0.745147 3.457809 -4.057108  -0.61
C16 0.697753 3.937006 -4.190829  -0.53
C17 1.068439 4.196622 -2.736286  -0.52
O3 0.319740 3.268619 -1.957500  -0.38
C18 -0.683411 2.649193 -2.767354  -0.06
H26 -1.093683 2.870160 -4.905254  0.34
H27 -1.414518 4.313067 -3.935780  0.28
H28 1.320514 3.139285 -4.602224  0.26
H29 0.813738 4.818765 -4.820607  0.35
H30 0.792215 5.213839 -2.433076  0.28
H31 2.131656 4.054217 -2.536322  0.27
H32 -0.385224 1.613523 -2.961483  0.17
H33 -1.628461 2.636928 -2.225205  0.13

Forces on atoms 1 to 6 (eV/Å):
-0.6 -0.5 -0.6
0.6 0.4 0.7
-0.3 -0.1 -0.3
0.3 -0.2 0.5
-0.2 -0.2 -0.2
0.6 -0.9 0.0

Entry 2:
DFT (ωB97M-V with the def2-TZVPD basis set) results for C18H33GeNO7PdS2Si3 as an isolated structure at a distorted geometry.

## Properties
* net charge: -1
* LUMO energy (spin up / spin down): 2.5 / 1.2 eV
* HOMO level (spin up / spin down): -3.844 / -5.189 eV
* multiplicity: 6

Each line ends with the natural charge from an NBO analysis.
CARTESIAN COORDINATES (ANGSTROEM)
Pd1 -0.317330 -0.764999 0.506782  0.41
C1 -0.297302 -5.194481 1.546276  -0.67
C2 -0.443653 -3.832627 0.944937  -0.16
S1 -0.486314 -2.607081 2.087258  -0.05
C3 -0.725440 -3.728194 -0.507388  -0.12
C4 -0.459415 -4.768881 -1.538470  -0.68
S2 -1.371910 -2.194912 -1.044050  -0.05
H1 -1.035855 -5.436531 2.307270  0.23
H2 0.681429 -5.169240 2.164142  0.24
H3 -0.354406 -5.934894 0.762333  0.21
H4 -0.766457 -4.428050 -2.446116  0.23
H5 -0.882541 -5.755600 -1.341696  0.21
H6 0.643261 -4.800668 -1.614948  0.26
O1 3.839824 -2.575414 -4.050249  -0.45
C5 3.682309 -1.877610 -3.133168  0.38
C6 2.770875 0.055722 -3.512201  0.62
O2 2.939418 0.782190 -4.368365  -0.45
C7 1.955357 -0.279457 -2.378856  -0.03
C8 2.178063 -1.176860 -1.390199  0.35
O3 2.017352 -0.965486 -0.127612  -0.72
C9 2.952695 -2.208644 -1.894214  0.23
O4 3.095734 -3.342308 -1.322317  -0.58
O5 1.290448 0.904822 -1.848939  -0.95
O6 0.014865 2.899103 0.262239  -0.69
N1 0.746034 2.798649 1.407374  0.19
O7 1.085072 1.427665 1.454371  -0.77
C10 3.999736 1.411126 2.168048  -1.15
Si1 2.232009 1.089396 2.665546  1.91
C11 2.191023 -0.742421 3.071592  -1.14
C12 1.967739 2.198088 4.157363  -1.15
Ge1 -0.205212 1.322791 -0.843738  1.11
Si2 -2.281109 0.219540 1.423680  1.43
C13 -3.466694 -1.077308 2.152536  -1.14
C14 -3.403741 1.197581 0.273445  -1.16
C15 -1.846451 1.448992 2.758606  -1.19
Si3 -1.304411 2.408659 -2.750355  1.21
C16 0.131264 3.445948 -3.343918  -1.14
C17 -2.779893 3.710632 -2.579887  -1.07
C18 -1.945206 1.215972 -4.043759  -1.12
H7 4.171691 2.293927 1.632872  0.24
H8 4.304899 0.609246 1.540709  0.25
H9 4.704514 1.505764 3.001748  0.23
H10 2.944911 -0.780235 3.850876  0.23
H11 2.489703 -1.288710 2.200513  0.28
H12 1.138487 -0.985900 3.381569  0.24
H13 2.720982 1.831615 4.903366  0.23
H14 0.988103 2.432275 4.560729  0.25
H15 2.559293 3.092709 3.761157  0.24
H16 -3.996413 -1.568507 1.274401  0.24
H17 -4.215800 -0.533866 2.649274  0.21
H18 -3.148597 -1.827116 2.955477  0.24
H19 -2.748119 1.947949 -0.156977  0.23
H20 -4.324118 1.562895 0.667128  0.23
H21 -3.820090 0.536713 -0.523661  0.23
H22 -2.846441 2.003872 2.949039  0.22
H23 -1.203727 2.322996 2.606502  0.26
H24 -1.603232 1.056312 3.738822  0.23
H25 0.247614 4.305662 -2.646056  0.24
H26 0.042557 3.852542 -4.383830  0.23
H27 1.032956 2.841963 -3.208363  0.27
H28 -3.307765 3.585980 -3.554756  0.22
H29 -2.228349 4.733650 -2.648329  0.23
H30 -3.388515 3.794508 -1.717103  0.23
H31 -2.245743 1.862050 -4.874404  0.23
H32 -2.889606 0.844280 -3.618494  0.23
H33 -1.420362 0.292221 -4.375564  0.26

Forces on atoms 1 to 6 (eV/Å):
-0.4 1.3 0.2
1.8 0.1 0.9
-1.2 -0.6 -2.0
0.2 0.3 -0.7
-0.3 2.0 2.8
1.5 -0.7 2.4

Entry 3:
DFT (ωB97M-V with the def2-TZVPD basis set) results for C18H33N3OPdSSeSi3 as an isolated structure.

## Properties
* net charge: +2
* LUMO energy: -8.0 eV
* HOMO level: -14.109 eV

Each line ends with the natural charge from an NBO analysis.
CARTESIAN COORDINATES (ANGSTROEM)
Pd1 -1.153157 -0.226101 0.220165  0.94
C1 -2.547589 -1.619585 -2.152022  -0.24
O1 -1.257154 -1.263286 -1.581370  -0.91
Si1 0.233107 -1.248967 -2.383552  2.02
C2 0.998586 -2.926253 -2.255013  -1.20
C3 0.020257 -0.768718 -4.154802  -1.20
C4 0.955865 0.083824 -1.183222  -1.17
Si2 1.761381 -0.590658 0.429874  1.71
C5 2.206912 0.712402 1.671724  -1.15
C6 0.445164 -1.776601 1.196196  -1.15
C7 3.271886 -1.607495 0.055750  -1.14
Si3 1.304183 1.744865 -1.900315  1.73
C8 2.856271 0.692135 -2.421377  -0.98
C9 0.238270 2.352348 -3.294491  -1.15
C10 1.829967 3.151249 -0.829487  -1.14
H1 -2.465408 -1.660341 -3.236159  0.21
H2 -3.270571 -0.857419 -1.873637  0.22
H3 -2.839064 -2.592377 -1.763507  0.21
H4 0.346461 -3.609891 -2.807390  0.28
H5 1.084212 -3.305983 -1.238369  0.25
H6 1.977012 -2.977961 -2.735118  0.27
H7 -0.259949 -1.661971 -4.718169  0.28
H8 0.962658 -0.421264 -4.581936  0.27
H9 -0.731269 0.001019 -4.324568  0.27
H10 1.417509 1.436682 1.858384  0.25
H11 3.106531 1.251492 1.372362  0.26
H12 2.441944 0.210379 2.614158  0.27
H13 -0.628486 -1.983349 0.943779  0.24
H14 0.455802 -1.650798 2.278690  0.29
H15 0.851738 -2.762855 0.960278  0.30
H16 4.102773 -0.988547 -0.288026  0.26
H17 3.123099 -2.417033 -0.654679  0.26
H18 3.582888 -2.053680 1.005619  0.27
H19 2.812370 -0.376549 -2.632200  0.26
H20 3.653084 0.876590 -1.703843  0.26
H21 3.098058 1.174355 -3.376088  0.30
H22 0.508596 1.962932 -4.274509  0.27
H23 0.340089 3.438314 -3.343136  0.28
H24 -0.812329 2.128659 -3.093455  0.27
H25 2.221620 2.872299 0.143712  0.26
H26 1.006252 3.853249 -0.693699  0.26
H27 2.615571 3.696009 -1.362280  0.28
Se1 -4.832618 1.950130 -0.113028  0.23
C11 -3.207931 1.533931 -0.415156  0.06
N1 -2.051945 1.280521 -0.660027  -0.72
N2 -0.659424 2.847268 1.415803  -0.80
C12 -1.069669 1.927627 2.309612  0.30
N3 -1.330289 0.669763 2.004070  -0.54
C13 -1.795487 -0.051985 3.122557  0.18
C14 -2.297001 -1.348504 3.133004  -0.26
C15 -2.700983 -1.891102 4.339138  -0.17
C16 -2.619801 -1.158261 5.524643  -0.19
C17 -2.154502 0.143143 5.518500  -0.17
C18 -1.755522 0.683670 4.303598  -0.25
S1 -1.234228 2.314851 3.980965  0.49
H28 -0.966448 2.693111 0.460484  0.43
H29 -0.620073 3.808421 1.718751  0.42
H30 -2.407688 -1.919098 2.218207  0.21
H31 -3.097268 -2.896652 4.361737  0.24
H32 -2.943040 -1.604130 6.454382  0.25
H33 -2.121219 0.726194 6.428489  0.25

Forces on atoms 1 to 6 (eV/Å):
-0.2 -0.1 0.0
0.0 0.0 0.0
0.0 0.0 0.0
-0.1 0.0 0.0
-0.1 0.1 0.0
0.0 0.0 0.1

Entry 4:
DFT (ωB97M-V with the def2-TZVPD basis set) results for C18H33NO3P2Sn as an isolated structure at a distorted geometry.

## Properties
* net charge: +2
* LUMO energy: -8.0 eV
* HOMO level: -12.232 eV

Each line ends with the natural charge from an NBO analysis.
CARTESIAN COORDINATES (ANGSTROEM)
C1 -0.824796 -2.101174 -5.896063  -0.37
C2 -1.382355 -1.257392 -6.813497  -0.01
H1 -0.778518 -3.165569 -6.129910  0.21
H2 -0.411755 -1.741601 -4.963619  0.14
C3 -1.522540 0.156228 -6.554235  0.00
C4 -1.201882 0.710835 -5.352616  -0.40
H3 -0.877948 0.117115 -4.498029  0.16
H4 -1.306139 1.790837 -5.226142  0.20
C5 -1.850819 -1.827854 -8.135636  -0.64
H5 -1.635288 -2.899791 -8.154589  0.22
H6 -1.348529 -1.363401 -8.995226  0.23
H7 -2.932440 -1.702122 -8.281413  0.23
C6 -2.052270 1.049801 -7.657188  -0.64
H8 -3.035792 0.726058 -8.023622  0.23
H9 -1.375962 1.078854 -8.522565  0.23
H10 -2.148519 2.070200 -7.274738  0.22
Sn1 0.455537 0.342010 2.085017  1.50
O1 0.800548 -0.320272 0.125724  -0.78
C7 1.407052 0.152715 -0.896020  0.74
O2 1.474806 2.064071 1.311434  -0.75
C8 2.292796 2.083522 0.345712  0.96
O3 3.248340 2.968048 0.270785  -0.38
N1 2.310000 1.207401 -0.712714  -0.45
C9 4.073464 2.656611 -0.915921  -0.09
C10 3.319961 1.620119 -1.691351  -0.25
H11 5.028236 2.246185 -0.560008  0.23
H12 4.210630 3.590685 -1.469007  0.25
H13 3.931702 0.767413 -1.992782  0.25
H14 2.841218 2.040568 -2.584442  0.24
C11 1.205335 -0.358435 -2.194891  -0.40
C12 0.366847 -1.406959 -2.401003  -0.07
H15 1.775446 0.147950 -2.978623  0.25
H16 -0.213264 -1.821842 -1.576532  0.23
H17 0.322984 -1.878637 -3.370941  0.24
C13 -1.302389 -2.120179 3.801239  -0.94
P1 -2.777261 -1.175221 4.384632  0.82
C14 -2.929438 -1.874937 6.093446  -0.94
C15 -2.040103 0.532371 4.666327  -0.70
C16 -0.921805 0.724582 5.705950  -0.71
P2 0.815057 0.599915 5.034375  0.77
C17 1.666271 2.008554 5.842929  -0.93
C18 1.508581 -0.790137 6.017373  -0.93
H18 -1.660260 -3.133400 3.517227  0.27
H19 -0.510200 -2.210425 4.559752  0.21
H20 -0.920516 -1.638439 2.878816  0.16
H21 -2.786902 -1.120309 6.870276  0.24
H22 -3.947338 -2.281114 6.154644  0.26
H23 -2.229213 -2.707244 6.227080  0.24
H24 -1.749033 0.910933 3.663496  0.19
H25 -2.922868 1.113429 4.983343  0.26
H26 -0.972700 1.732593 6.150926  0.25
H27 -1.007925 0.006990 6.537255  0.25
H28 1.700157 1.857203 6.933032  0.26
H29 2.689735 2.057604 5.449072  0.25
H30 1.156208 2.954490 5.619289  0.25
H31 0.717006 -1.334805 6.549819  0.26
H32 2.012913 -1.475679 5.321212  0.24
H33 2.245919 -0.378945 6.723150  0.26

Forces on atoms 1 to 6 (eV/Å):
-0.7 0.5 -1.6
0.8 -2.3 0.8
0.1 0.3 0.3
-0.2 -0.1 -0.3
0.1 2.0 1.2
-0.5 -0.1 -1.2

The evaluated E for the records listed, in turn: -44104.4018, -140319.6481, -129000.5477, -51225.7411 eV.